CH10N4O as an isolated structure at a distorted geometry, computed with ωB97M-V/def2-TZVPD.

XYZ file:
```
16
Properties=species:S:1:pos:R:3:mulliken_charge:R:1
C 0.043 -1.366 -0.691 -0.551
N -1.082 0.111 -1.106 -0.310
N -2.047 0.233 -0.046 -0.622
H -1.554 -0.004 -2.001 0.321
H -1.484 0.349 0.804 0.396
H -2.553 1.113 -0.153 0.262
H 1.077 -1.250 -1.000 0.311
H -0.540 -2.034 -1.319 0.342
H -0.064 -1.588 0.366 0.264
N 0.958 0.801 0.314 -0.576
N 0.551 0.587 1.634 -0.501
O 2.354 0.342 0.233 -0.488
H 2.754 0.990 -0.363 0.331
H -0.238 0.874 -0.885 0.427
H 1.051 1.210 2.271 0.242
H 0.774 -0.368 1.941 0.152
```

Calculated values
- E_LUMO (eV) = 0.76
- Kohn-Sham gap (Ha) = 0.2571
- M (g/mol) = 94.12
- total energy (eV) = -9200.1845
- net charge = 0
- HOMO (eV) = -6.239
- energy above the lowest of the compared OMol25 structures with the same formula, charge and spin (kcal/mol) = 104.79

A 2-piece molecular cluster, C6H13F3NSi overall at a distorted geometry, computed with ωB97M-V/def2-TZVPD.

XYZ file:
```
24
Properties=species:S:1:pos:R:3:mulliken_charge:R:1
C -1.782 1.620 -0.297 -0.032
C 1.217 -1.268 -1.037 -0.002
C -2.156 3.102 -0.173 -1.251
C 0.354 -2.444 -0.981 -0.887
C 1.307 -1.185 2.213 -0.908
C -0.067 -0.608 2.305 0.913
N -0.614 1.190 -0.557 -0.367
F 0.056 0.749 2.232 -0.235
F -0.712 -0.890 3.464 -0.289
F -0.920 -1.069 1.392 -0.232
Si 2.041 -0.585 0.500 0.380
H -2.478 0.986 0.047 0.509
H -2.481 3.435 0.849 0.285
H -2.945 3.359 -0.876 0.337
H -1.379 3.767 -0.377 0.408
H 0.660 -3.231 -1.727 0.324
H -0.495 -1.808 -1.414 0.335
H -0.006 -2.677 -0.083 0.393
H 1.195 -2.263 2.112 0.381
H 2.018 -0.730 2.814 0.376
H -0.133 1.980 -0.982 0.189
H 1.643 -1.201 -2.006 0.531
H 2.572 0.790 0.775 -0.017
H 3.024 -1.512 0.234 -0.140
```

Calculated values
- E_LUMO (eV) = -6.29
- Kohn-Sham gap (Ha) = 0.2771
- M (g/mol) = 184.26
- total energy (eV) = -23942.5742
- net charge = +1
- HOMO (eV) = -13.832
- energy above the lowest of the compared OMol25 structures with the same formula, charge and spin (kcal/mol) = 68.35

- Which value of HOMO does entry 1 give?
  -6.239 eV